# 1
A 5-piece molecular cluster, C34H38NO19S overall, computed with wB97M-V/def2-TZVPD.

Structure (XYZ):
```
93
C34H38NO19S (wB97M-V/def2-TZVPD)
S 0.15883 -0.30166 -1.26985
O 6.13992 -1.00198 -1.57580
O -5.44246 -3.36017 7.60544
O -6.93416 2.07247 2.11185
O 2.34643 7.11962 -4.32084
O 8.69393 -4.93476 -4.02962
O -4.49900 -1.05641 -0.40240
O -9.03206 0.43216 2.33055
O -5.33172 -4.17954 2.16773
O -4.58905 -5.65757 6.55161
O 9.84886 -3.84292 -1.88401
O -1.07478 4.09642 2.10294
O 0.42012 4.16955 0.45716
O 4.94207 -2.14042 -3.67398
O -0.38348 3.46581 -3.25701
O -6.10702 -1.82035 3.23506
O -1.18539 3.17755 -5.79060
O 1.48819 6.88624 -6.83467
O 3.58429 1.62352 -0.43727
O -6.62058 -2.64829 -0.24921
N 2.25310 1.26225 -0.29286
C -7.96948 0.02551 1.64452
C 1.45181 2.40155 -0.88129
C -0.56617 -1.31626 0.06628
C 4.28813 0.55778 1.71729
C 0.27434 2.81353 -0.00821
C 0.08129 4.26393 -4.05955
C -5.62369 0.57622 0.85091
C 4.47853 0.70239 0.19651
C -5.57626 -0.62265 0.26721
C -6.82520 0.99006 1.57116
C -4.94591 -4.80921 5.75785
C 6.76176 -3.58965 -3.93796
C 8.04402 -2.38382 -1.64028
C 1.90273 -0.07425 -0.88819
C -7.91685 -1.17406 1.05286
C -5.78072 -2.69529 4.02143
C -4.93459 -5.00910 4.31372
C -5.42675 -3.48996 6.28427
C 6.14177 -2.59511 -3.29732
C -0.33667 4.16201 -5.49502
C -5.32585 -4.02725 3.49266
C 3.67798 -0.79816 2.15257
C 2.21599 -0.70298 2.64738
C 0.11928 5.01333 -6.42093
C -5.81421 -2.50500 5.46320
C 6.75397 -1.91898 -2.10929
C 8.07256 -4.04787 -3.48394
C 0.00193 4.25114 1.77288
C 8.67222 -3.38432 -2.27692
C 1.48548 6.15742 -4.61234
C -6.73190 -1.57352 0.32052
C 1.02370 5.30371 -3.68686
C -1.43783 -0.52335 1.03726
C 1.04878 6.07380 -6.04754
H 5.22715 0.66646 2.24741
H 0.08975 2.14025 0.83273
H 3.77345 -1.56594 1.38228
H 0.23980 -1.80230 0.61477
H -4.73353 -1.94932 -0.72581
H -0.86703 0.28177 1.50115
H 2.51701 7.59499 -5.15966
H 10.08572 -4.55920 -2.50774
H -1.36326 2.71035 -4.95213
H -8.73733 -1.87619 1.10018
H 5.46950 1.11238 0.03911
H 4.52361 -0.27244 -0.27407
H 1.32800 5.35691 -2.65036
H 2.16827 -0.82556 -0.14452
H -0.17628 4.95110 -7.45871
H 3.63395 1.36379 2.07247
H 1.18407 2.22086 -1.91464
H -1.72858 -1.19324 1.84798
H -4.79680 1.27240 0.81749
H -8.81866 1.32932 2.65469
H 8.46604 -1.89742 -0.77216
H 0.80991 4.46434 2.48961
H 4.25645 -1.16271 2.99726
H -6.15948 -1.54922 5.83173
H -4.60343 -5.97028 3.94644
H -0.61882 2.76451 -0.62862
H -5.65909 -3.34134 1.79047
H -1.18462 -2.05385 -0.43434
H -2.33956 -0.12577 0.58383
H 1.65254 0.13294 2.20994
H -5.11579 -4.20930 7.96472
H 2.24108 -0.51442 3.71750
H 6.32994 -4.08293 -4.79743
H 2.50700 -0.27767 -1.76549
H 2.12153 3.25901 -0.89516
H 1.94863 1.22593 0.68866
H 4.72828 -1.42075 -3.05200
H 1.64034 -1.61057 2.47334
```

Properties
**Total energy**: -87090.832 eV
**Kohn-Sham gap**: 7.45 eV
**2S+1**: 1
**Max |F|**: 5.38 eV/A
**Total charge**: +1

# 2
C34H39B2CsF4N7O8PS2 as an isolated structure, computed with wB97M-V/def2-TZVPD.

Structure (XYZ):
```
98
C34H39B2CsF4N7O8PS2 (wB97M-V/def2-TZVPD)
Cs 0.76699 0.81265 1.06181
S -2.11003 1.15688 2.87756
S 2.95179 -1.96271 0.82232
P -2.11968 -1.54911 1.73898
F 4.48864 4.56749 0.09901
F 5.50648 2.57428 0.59107
F -3.23581 3.40143 -1.58325
F -1.84612 1.75450 -0.80971
O -1.09707 3.32802 -2.46043
O -0.70851 1.47645 3.02358
O -1.52730 4.01788 -0.18202
O 2.85514 -0.50742 0.48405
O 3.23260 2.85343 1.12397
O -2.29194 0.35881 1.57724
O 4.02122 2.63016 -1.18153
O -3.06692 2.20946 3.00879
N 2.73628 3.00057 -1.51155
N -0.50364 -0.95187 -1.98669
N 0.23151 3.03409 -2.18141
N 2.10907 3.38323 0.85539
N -0.90103 -3.73747 -4.30191
N -0.73187 -1.46714 -4.73955
N -0.31235 3.75547 0.32010
C -0.57854 -0.24252 -4.24896
C 0.71345 3.99236 -4.39195
C -2.75345 -2.52269 4.31300
C -4.73970 -1.11508 -1.33886
C 1.58043 4.39899 1.40934
C 0.35994 -5.43059 1.42400
C -5.71741 -2.05130 -1.03822
C -3.19042 -1.00926 6.13452
C 2.50562 3.09492 -2.75927
C -1.43969 -4.05711 0.61190
C -0.13240 -3.33843 2.49545
C 2.32348 5.19147 2.43739
C -2.48487 -1.43453 3.49066
C -4.53314 -2.65591 0.95271
C 3.54541 2.94647 -3.82440
C 5.13517 -2.88286 -0.52630
C -0.39533 6.04148 1.26854
C -0.67069 -5.20393 0.52228
C 1.07487 3.37448 -3.08291
C 2.72018 -2.82859 -0.74396
C -0.47048 0.02795 -2.89104
C 4.00796 -2.56162 -1.50640
C -0.65933 -2.17456 -2.46423
C -1.18898 -3.11354 1.61011
C 4.72879 -2.35895 0.86019
C -5.62188 -2.81874 0.11059
C -2.54149 -0.15218 4.01054
C -3.10645 -2.30198 5.63364
C -3.65282 -0.93247 -0.49635
C -3.55038 -1.71767 0.65082
C 0.21387 4.71742 0.96522
C -0.78005 -2.44430 -3.83879
C 0.62693 -4.49188 2.41043
C -2.90416 0.08061 5.32422
B -1.93477 3.08854 -1.26965
B 4.40771 3.19565 0.09029
H -4.82009 -0.49797 -2.22355
H -3.48224 -0.85118 7.16328
H 4.45778 3.46363 -3.52719
H 2.58135 -3.88765 -0.51862
H -0.54623 0.57673 -4.95761
H 5.19762 -1.40984 1.11590
H 1.80982 -2.43604 -1.19505
H -2.69728 -3.52905 3.91809
H 3.19613 3.33866 -4.77375
H 4.06241 -3.16525 -2.41251
H -6.56589 -2.17510 -1.69863
H 1.67723 5.38252 3.29282
H -2.91971 -0.16903 -0.72215
H 4.91496 -3.06512 1.66785
H -1.25574 -3.79463 -5.24438
H -4.45109 -3.25756 1.84981
H -1.30695 6.16345 0.68920
H 0.98673 3.33398 -5.21688
H -6.39330 -3.53713 0.35150
H -0.67812 -2.99716 -1.75597
H 5.27466 -3.96517 -0.47453
H 1.43130 -4.65284 3.11607
H 1.24564 4.93412 -4.53986
H -2.96922 1.09284 5.69611
H -2.25354 -3.90050 -0.08395
H -0.88522 -5.93459 -0.24678
H 3.23571 4.69212 2.74646
H -1.31828 -4.39830 -3.66719
H 0.28954 6.85906 1.03803
H 0.10230 -2.60268 3.25796
H 3.80484 1.89665 -3.96645
H 6.08629 -2.45001 -0.83435
H -0.38791 1.02842 -2.52939
H -0.35558 4.18377 -4.43290
H -3.33201 -3.14206 6.27555
H 4.03817 -1.51069 -1.79520
H 0.94980 -6.33480 1.36015
H 2.58455 6.15642 2.00068
H -0.65328 6.11329 2.32710
```

Properties
**Total energy**: -106433.781 eV
**Kohn-Sham gap (alpha / beta)**: 6.42 / 6.34 eV
**Energy above the lowest of the compared OMol25 structures with the same formula, charge and spin**: 0.0000 eV
**2S+1**: 1
**Max |F|**: 1.96 eV/A

# 3
A 2-piece molecular cluster, C34H39BN2O2 overall, computed with wB97M-V/def2-TZVPD.

Structure (XYZ):
```
78
C34H39BN2O2 (wB97M-V/def2-TZVPD)
O -0.01510 1.15711 -3.32176
O -1.67859 -0.48912 -3.79278
N 2.84188 1.47103 3.88022
N -1.90323 -3.12203 3.80089
C -1.16891 -0.14253 -1.34255
C 0.54379 1.09616 -0.05473
C 4.54030 0.17546 0.32916
C -3.03026 -4.02821 3.68554
C 0.43612 0.39347 -4.42098
C 3.32286 -0.32350 0.81698
C 1.63114 -0.10522 2.77791
C -0.43192 -2.97186 7.23047
C -1.35004 -2.46044 2.74995
C -4.81007 2.23787 -2.79543
C -0.11406 -1.97739 4.62623
C 0.61218 -0.96669 2.34953
C 4.77564 1.66332 2.25681
C -2.14929 3.04152 -3.10965
C -3.18931 3.98713 -3.18886
C -1.19356 -2.83321 4.97467
C 1.10228 1.30253 -5.43736
C -1.67176 0.59766 -5.92623
C 1.68926 0.74559 3.91111
C -0.23235 -1.71193 3.18866
C -3.76930 1.29840 -2.73072
C 2.85873 0.14895 2.03395
C 3.22204 2.43497 4.89651
C 0.83614 -1.68189 5.58687
C 0.66433 -2.16047 6.89550
C -0.73851 0.74015 -0.25005
C 5.25589 1.15905 1.03520
C 1.43915 -0.63814 -3.91180
C -2.44987 1.70663 -2.87949
C -0.68707 -1.67597 -5.60359
C -1.37513 -3.33847 6.25370
C -0.91311 -0.31449 -4.96503
C -4.51844 3.58803 -3.02456
C 3.58670 1.13547 2.73944
B -1.25188 0.55833 -2.88420
H 2.72564 -1.05380 0.26997
H 0.96353 -1.34333 -3.21715
H 3.33480 1.94627 5.87620
H 5.29961 2.42769 2.82677
H -2.67327 0.18710 -6.09765
H 4.16475 2.90262 4.61401
H 1.88281 -1.19613 -4.74493
H -5.32503 4.32011 -3.08334
H 0.41420 2.07905 -5.78712
H -4.00181 0.24527 -2.56730
H -1.74837 -2.53995 1.74136
H -5.83919 1.90008 -2.67417
H 0.49181 -1.10976 1.27531
H -1.79846 1.60493 -5.50652
H -2.78467 -4.87333 3.02842
H 1.43974 0.71424 -6.30039
H -0.54828 -3.32564 8.25301
H -0.47838 -0.99384 -1.44656
H -2.18926 -0.50325 -1.15274
H -3.88980 -3.51027 3.24331
H 1.39667 -1.89656 7.66140
H 1.31053 0.84939 -0.78872
H 2.24365 -0.12567 -3.37218
H -1.11470 3.36621 -3.23202
H 1.97593 1.78661 -4.98656
H 6.19556 1.53304 0.62531
H 4.93342 -0.20250 -0.61417
H -1.50687 1.08971 0.44932
H -2.22207 -3.98993 6.46245
H -3.29636 -4.40341 4.67635
H -1.64763 -2.10885 -5.90404
H -2.93835 5.02940 -3.38581
H -0.19704 -2.36205 -4.90550
H 0.94542 0.89121 4.68813
H 1.69934 -1.08132 5.31343
H -0.05990 -1.57307 -6.49604
H -1.15121 0.66650 -6.88964
H 0.83251 1.75105 0.76580
H 2.44407 3.20490 5.00249
```

Properties
**Total energy**: -43641.908 eV
**Kohn-Sham gap**: 3.85 eV
**2S+1**: 1
**Max |F|**: 2.58 eV/A